Entry from OMol25: C26H33MoN2O5Sb2Se2 as an isolated structure (wB97M-V/def2-TZVPD).

```
71
Properties=species:S:1:pos:R:3:forces:R:3:mulliken_charge:R:1
Mo 0.87448 -0.04180 1.10809 0.3560 0.1089 0.0542 -0.006
O -0.14130 -3.72505 4.86100 -0.0390 -0.0531 0.0234 -0.430
C 0.36987 -2.73306 4.17009 0.0519 0.0903 0.0110 0.282
O 1.53760 -2.44081 4.08619 -0.0182 -0.0300 0.0019 -0.551
C -0.72292 -1.96264 3.44219 -0.0083 -0.0422 -0.0089 -0.868
O -0.22448 -0.70388 2.97356 0.0253 0.0797 -0.0032 0.592
C -0.12796 0.25477 4.07261 0.0516 -0.0648 0.0050 -0.391
C 0.34146 1.57648 3.50938 -0.0277 -0.1396 0.0780 -0.238
O 0.09528 2.62671 4.00553 0.0405 0.0853 0.0193 -0.504
O 1.08772 1.41654 2.40548 -0.0946 -0.0403 -0.1436 -0.674
H 0.54651 -4.21247 5.34901 0.0039 0.0197 -0.0179 0.468
H -1.57308 -1.79452 4.10464 0.0098 -0.0083 -0.0005 0.638
H -1.07062 -2.54281 2.59038 -0.0065 0.0080 -0.0027 0.398
H 0.60867 -0.10256 4.79609 -0.0287 -0.0213 0.0080 0.485
H -1.10426 0.35236 4.54327 -0.0038 0.0395 -0.0051 0.552
Se 3.16418 -1.33596 2.03394 -0.0221 0.0391 -0.0184 0.070
Se 4.25153 -0.82273 0.01020 -0.0203 -0.0188 0.0067 0.178
C 3.62265 0.97339 -0.16679 0.0081 0.0142 0.0070 -0.076
C 4.53034 1.89402 -0.66717 0.0015 -0.0113 0.0094 -0.925
C 4.14709 3.21788 -0.80721 -0.0236 -0.0051 0.0035 -0.549
C 2.87478 3.58755 -0.39569 0.0063 0.0236 0.0009 -0.890
C 2.03140 2.62208 0.10557 0.0076 -0.0377 0.0111 -0.572
N 2.37010 1.31693 0.19044 -0.0631 -0.0242 -0.0129 1.182
C 2.05336 -2.71636 1.27849 -0.0096 -0.0080 0.0166 -0.019
C 2.36270 -4.06089 1.27470 0.0234 0.0059 0.0096 -1.049
C 1.43702 -4.93817 0.72468 0.0073 -0.0041 0.0023 -0.617
C 0.24218 -4.43916 0.21465 -0.0077 0.0206 -0.0010 -1.048
C 0.01364 -3.07981 0.25672 -0.0206 -0.0149 -0.0123 -1.060
N 0.91254 -2.22416 0.78015 -0.1427 0.0793 -0.0120 2.411
H 5.53710 1.58158 -0.91048 -0.0004 -0.0159 0.0082 0.534
H 4.84347 3.94925 -1.19571 -0.0027 0.0102 0.0017 0.479
H 2.54128 4.61461 -0.44051 -0.0003 0.0034 -0.0007 0.501
H 1.05271 2.88563 0.47328 0.0114 0.0090 -0.0065 0.544
H 3.29576 -4.40897 1.69715 0.0005 0.0001 0.0021 0.639
H 1.64112 -6.00091 0.69832 0.0083 -0.0033 0.0027 0.542
H -0.50142 -5.09822 -0.21173 -0.0079 0.0066 -0.0015 0.570
H -0.90201 -2.64522 -0.12497 -0.0018 -0.0135 0.0102 0.565
C -2.70823 1.75048 2.35340 -0.0217 -0.0189 -0.0393 -1.384
Sb -1.61187 1.24162 0.60893 -0.0794 -0.0488 0.0143 0.739
C -1.43814 3.11161 -0.36342 0.0097 0.0278 0.0150 -1.455
C -3.09085 0.20562 -0.55545 -0.0229 0.0084 -0.0388 -1.426
C -3.07993 0.68087 -1.97798 0.0257 -0.0349 -0.0276 0.435
C -3.95783 1.69026 -2.36321 -0.0219 0.0182 -0.0096 -0.629
C -3.96695 2.17594 -3.66172 0.0085 -0.0092 -0.0085 -0.718
C -3.09178 1.64795 -4.59950 0.0001 -0.0123 0.0204 -0.718
C -2.22181 0.63391 -4.22948 -0.0003 0.0309 -0.0371 -0.722
C -2.20274 0.14060 -2.92740 0.0212 0.0436 0.0826 0.590
C -1.26928 -0.98321 -2.59233 -0.0558 -0.0671 -0.0356 -1.481
Sb 0.60925 -0.36491 -1.73932 0.0459 -0.0375 -0.0161 0.750
C 1.89053 -1.87526 -2.51115 0.0059 0.0344 -0.0326 -1.140
C 1.06839 1.31178 -2.94155 -0.0174 -0.0151 -0.0348 -1.214
H -3.01722 0.85118 2.88267 0.0135 -0.0030 0.0074 0.376
H -3.59801 2.26612 1.99062 0.0012 -0.0030 0.0097 0.581
H -2.15005 2.41586 3.00726 0.0195 -0.0145 -0.0162 0.485
H -2.42877 3.38639 -0.72125 -0.0126 0.0130 0.0100 0.596
H -0.75630 3.06923 -1.20962 -0.0088 -0.0274 0.0027 0.339
H -1.09379 3.84724 0.36296 -0.0099 0.0112 -0.0079 0.610
H -4.03778 0.44113 -0.06887 0.0083 0.0181 0.0083 0.804
H -2.93062 -0.86677 -0.45245 0.0004 -0.0044 0.0125 0.535
H -4.66526 2.08649 -1.64321 -0.0020 -0.0014 0.0090 0.508
H -4.66675 2.95053 -3.94346 -0.0050 0.0048 -0.0025 0.453
H -3.10163 2.00646 -5.61942 -0.0006 0.0043 -0.0055 0.457
H -1.56595 0.19876 -4.97501 0.0049 -0.0063 -0.0053 0.455
H -0.94898 -1.49040 -3.50415 0.0146 -0.0067 0.0108 0.936
H -1.72283 -1.73934 -1.95287 -0.0010 0.0097 -0.0006 0.544
H 1.40652 -2.28794 -3.39591 -0.0061 0.0054 0.0003 0.530
H 2.06921 -2.66645 -1.78788 -0.0009 0.0099 0.0196 0.270
H 2.83740 -1.42474 -2.79936 0.0111 -0.0051 0.0129 0.439
H 0.18624 1.94145 -3.04443 0.0003 0.0003 0.0273 0.321
H 1.33676 0.92749 -3.92582 0.0024 0.0006 0.0053 0.585
H 1.90054 1.88042 -2.53514 0.0092 -0.0118 0.0044 0.386
```
Positions in Å, forces in eV/Å.

The expectation value of S² is 2.04. The calculation puts the energy at -186313.623 eV. The largest force on an atom is 0.007 Eh/bohr. As for the LUMO energy (alpha / beta): -9.5595 / -10.1637 eV. The calculation puts the gap between HOMO and LUMO (alpha / beta) at 6.67 / 6.07 eV. Its net charge is +3. As for the spin multiplicity: 3. The energy above the lowest of the compared OMol25 structures with the same formula, charge and spin is 0.000 eV.

***

Entry from OMol25: C33H45BiN5S as an isolated structure at a distorted geometry (wB97M-V/def2-TZVPD).

```
85
Properties=species:S:1:pos:R:3:forces:R:3:mulliken_charge:R:1
Bi 0.48230 -0.30291 -0.37644 0.2978 -10.4800 2.4652 1.887
N 1.07236 0.46738 1.40749 2.4968 0.3959 1.9821 0.222
N 2.92576 1.16187 -0.61186 1.8111 0.2467 -1.0749 0.817
C -0.74073 0.11933 -2.22734 -2.1901 2.1640 1.3853 0.161
C -0.33939 1.45375 -1.68895 -4.1193 -1.1157 1.0755 0.502
C -0.97508 1.63313 -0.36636 -1.3341 -1.2176 -5.8679 0.559
C -0.88583 2.81247 0.47695 -0.7632 3.9964 0.3137 -1.053
H 0.01387 3.38557 0.30306 0.3687 0.1940 -0.1236 0.385
H -0.85826 2.52889 1.59178 -0.5921 3.9810 -1.7792 0.093
H -1.77477 3.40894 0.34971 0.2286 0.9314 -0.5958 0.214
C -1.76260 0.37162 -0.03906 -1.9251 -0.0157 -7.8420 0.794
C -2.57827 0.12670 1.11970 -3.6896 -0.8759 0.2524 -0.072
H -3.57002 0.53947 0.97006 -0.7194 -0.4392 0.0740 -0.131
H -2.16596 0.65963 2.05045 -2.9882 -0.8453 -0.4906 0.198
H -2.64485 -0.92481 1.39056 0.1201 -0.2037 -0.1335 0.718
C -1.60312 -0.55171 -1.21597 -3.1950 5.6923 0.0726 0.372
C -2.27537 -1.81933 -1.38267 -0.4676 -1.3228 -0.2116 -1.855
H -2.47377 -2.32593 -0.42551 0.0487 0.1224 -0.1867 0.313
H -1.69547 -2.51323 -2.01337 -0.1235 0.0655 0.1524 0.307
H -3.24205 -1.63950 -1.87870 0.1520 -0.3263 0.1062 0.343
C 0.48758 2.45089 -2.35959 0.7247 0.6418 -0.6080 -1.648
H -0.15619 3.14242 -2.92908 0.2372 -0.1389 0.1379 0.385
H 1.18764 1.98107 -3.06785 -0.1164 0.1247 0.1489 0.296
H 1.07818 3.03669 -1.64059 -0.1532 -0.1420 -0.1591 0.247
C -0.49245 -0.38553 -3.56237 0.1692 -0.4611 -1.2536 -1.580
H -0.21154 -1.45317 -3.57659 -0.0490 0.2591 -0.0848 0.136
H 0.30454 0.17620 -4.06727 -0.2472 -0.1677 0.1128 0.367
H -1.40926 -0.27121 -4.16537 0.2156 -0.1564 -0.1732 0.341
C 0.38137 -0.08199 2.54317 -0.7462 1.5280 0.8811 -1.083
H -0.11690 -0.98661 2.37893 0.7074 -2.1825 0.2933 1.150
C 0.46435 0.59945 3.77911 2.5562 0.1009 2.8111 -1.232
H -0.05948 0.13013 4.60564 0.5662 0.5651 -0.0510 0.766
C 1.12675 1.81273 3.85251 -0.9403 -1.5852 1.1548 -0.402
H 1.15146 2.37253 4.79582 -0.1173 -0.3065 -0.3998 0.319
C 1.79479 2.30862 2.74633 0.7630 1.2231 -1.5668 -1.632
H 2.36614 3.24869 2.80405 -0.2843 -0.5163 -0.0133 0.273
C 1.82928 1.60987 1.51763 1.8952 1.8017 1.5080 2.050
C 2.58467 2.02143 0.42149 0.1812 0.6396 0.6121 -1.745
H 3.23555 2.89536 0.52872 -0.3069 -0.4196 -0.0758 0.318
C 2.19591 0.08119 -1.04015 7.2906 2.3297 -1.8075 -2.608
C 4.14496 1.17724 -1.31439 -0.5036 1.2218 1.4172 -0.930
H 4.86989 1.96228 -1.10586 -0.1941 -0.3999 -0.1953 0.468
C 4.17378 0.11581 -2.11460 0.3668 -1.0495 -1.2336 -0.539
H 4.93641 -0.26239 -2.80023 -0.3546 0.3259 0.3520 0.487
N 2.97539 -0.57475 -1.94866 1.1207 -1.0652 -1.8964 1.180
C 2.73379 -1.89363 -2.46947 0.2386 0.4373 0.1519 -0.229
C 2.48381 -2.06856 -3.84595 0.0196 -0.4251 0.3179 0.797
C 2.20326 -3.36803 -4.30182 0.1081 -0.0698 0.2806 -0.805
H 1.98658 -3.51772 -5.36582 0.0577 0.0407 0.3544 0.271
C 2.19878 -4.47095 -3.43589 0.0632 0.3948 -0.0360 0.812
C 1.83257 -5.85330 -3.93351 -0.0516 -0.0704 0.0157 -1.477
H 0.80904 -6.12208 -3.62301 0.3049 0.0890 -0.1017 0.277
H 2.50780 -6.61916 -3.52096 -0.1830 0.2410 -0.1293 0.360
H 1.87450 -5.91016 -5.03128 -0.0003 0.0332 0.3306 0.353
C 2.54612 -4.26562 -2.09067 -0.0282 0.2484 -0.0206 -1.215
H 2.60065 -5.12171 -1.40907 -0.0024 0.2562 -0.2359 0.305
C 2.84299 -2.99205 -1.59063 -0.1875 -0.3026 -0.3763 1.354
C 3.36398 -2.81250 -0.18482 0.0142 -0.0906 0.1624 -1.004
H 4.45747 -2.66074 -0.20438 -0.3605 -0.0222 -0.0283 0.331
H 3.15512 -3.70466 0.42614 0.0740 0.2753 -0.2388 0.399
H 2.92461 -1.93865 0.32091 0.0793 -0.2237 -0.1875 -0.029
C 2.58739 -0.92630 -4.82782 -0.0516 0.1494 -0.2076 -1.792
H 3.58873 -0.90976 -5.29287 -0.2762 -0.0065 0.1735 0.369
H 2.43732 0.05082 -4.34737 0.0686 -0.3633 -0.1063 0.189
H 1.85317 -1.03478 -5.64487 0.2555 0.0083 0.3426 0.437
C -2.21473 -0.62396 4.16909 -0.2107 0.1858 0.1878 -1.279
N -2.17561 0.90066 4.33491 -0.6894 -1.2506 0.8708 0.992
C -3.16670 1.16067 5.38401 0.0734 -0.4781 -0.1188 -1.470
C -1.86940 1.93026 3.33091 -1.9088 0.0890 -0.3260 -1.910
S -0.68342 0.95893 1.59504 6.8442 -4.6724 8.7004 0.477
N -3.12769 2.61649 2.70047 -2.5869 0.2868 -0.7237 0.525
C -4.44457 2.87571 3.35683 -0.3647 -0.1881 0.3238 -1.184
C -3.67507 2.84985 1.25814 -0.0600 -0.6907 -0.3917 -1.950
H -2.45827 -1.13696 5.11920 -0.3965 0.8840 -0.0271 0.488
H -1.30632 -1.20740 3.97902 0.2534 0.9260 -0.6333 0.309
H -2.96555 -0.97319 3.45052 -0.0919 0.1718 0.0526 0.288
H -3.16279 2.21541 5.67960 -0.2452 -0.2389 -0.3260 0.378
H -4.14838 0.75951 5.03448 0.0689 0.7214 0.5166 0.480
H -2.93653 0.59218 6.30445 0.2142 0.0779 -0.3311 0.361
H -4.76094 3.92123 3.16985 0.0846 -0.3232 -0.1777 0.342
H -5.24212 2.21317 2.94524 0.2920 0.3271 0.0374 0.354
H -4.58151 2.74183 4.42012 0.8115 0.0984 0.2020 0.392
H -3.29793 2.36711 0.35066 1.4471 0.4954 0.5333 0.801
H -4.65015 2.36023 1.03826 -0.3353 0.2633 1.3397 0.465
H -3.87157 3.91955 1.03803 0.4604 -0.4023 0.3451 0.279
```
Positions in Å, forces in eV/Å.

The calculation puts the energy at -59047.821 eV. The largest force on an atom is 0.234 Eh/bohr. As for the LUMO energy (alpha / beta): 2.4754 / 2.4644 eV. The calculation puts the gap between HOMO and LUMO (alpha / beta) at 3.43 / 3.90 eV. Its net charge is -1. As for the spin multiplicity: 1. The energy above the lowest of the compared OMol25 structures with the same formula, charge and spin is 25.754 eV.

***

Entry from OMol25: C28H26NO2P2PdS2 as an isolated structure at a distorted geometry (wB97M-V/def2-TZVPD).

```
62
Properties=species:S:1:pos:R:3:forces:R:3:mulliken_charge:R:1
Pd -1.09856 -2.22082 -1.48166 -0.2826 0.6030 -0.9325 -0.624
S 1.61914 -2.21462 -1.87186 -0.1572 0.0053 0.0729 -0.519
P 0.99374 -1.02362 -0.40236 0.4198 -0.7605 0.1225 1.440
C -0.58356 -0.38252 -0.79956 0.7281 -0.0651 0.3850 -0.089
P -1.03536 1.29038 -0.71816 -0.2397 0.2572 0.2908 1.762
S -2.55816 1.75018 -1.85656 -0.3400 0.2296 -0.3042 -0.634
C -1.41306 1.77848 1.02004 -0.0438 -0.3836 -0.3601 -0.411
C -2.29856 2.81968 1.27234 0.0955 0.0534 -0.1489 -0.272
C -2.65686 3.12358 2.57224 -0.0370 0.1032 0.0838 -0.674
C -2.13846 2.38768 3.62634 0.0203 -0.0079 0.1216 -0.514
C -1.26196 1.34438 3.37764 0.0037 -0.0240 0.2409 -0.968
C -0.91276 1.03378 2.07774 0.1744 -0.0207 -0.2322 0.560
C 0.39944 2.33308 -1.16266 -0.2923 -0.2487 -0.0747 0.197
C 0.94364 3.32218 -0.35696 -0.1722 -0.1556 0.0011 -0.299
C 2.00304 4.07698 -0.82896 0.0970 0.1949 -0.0026 -0.508
C 2.51544 3.85238 -2.09496 -0.0213 0.1013 -0.0413 -0.553
C 1.97004 2.86498 -2.89996 -0.0281 0.0890 -0.1261 -0.723
C 0.91444 2.10838 -2.43426 -0.1094 -0.0099 -0.0817 -0.395
C 0.79674 -2.05562 1.11444 -0.0901 0.4034 -0.1289 0.541
C -0.44426 -2.62252 1.40104 -0.4676 0.2461 -0.2790 0.118
C -0.61836 -3.38482 2.54024 0.0372 -0.0687 0.0939 -0.801
C 0.44974 -3.59972 3.39854 -0.0535 -0.0533 0.0293 -0.536
C 1.69614 -3.07902 3.09314 0.1377 -0.0676 0.1260 -0.719
C 1.87354 -2.31212 1.95424 -0.0338 0.0700 -0.1310 -0.284
C 2.36504 0.13078 -0.00826 -0.2130 0.1035 -0.0978 0.098
C 2.55284 0.76148 1.21694 -0.0402 -0.1485 0.0017 0.301
C 3.59514 1.65548 1.38034 0.1441 0.1024 0.2151 -0.919
C 4.44814 1.94158 0.32704 0.0433 -0.0223 0.0554 -0.547
C 4.25194 1.33418 -0.90166 0.1586 0.0490 0.1185 -0.671
C 3.21344 0.43988 -1.06706 0.0525 -0.1600 0.0959 -0.698
H -2.71246 3.37128 0.43904 -0.0457 -0.0146 -0.0444 0.375
H -3.35266 3.92948 2.76294 -0.0272 0.0419 0.0193 0.394
H -2.42596 2.61778 4.64284 -0.0232 0.0305 0.0662 0.366
H -0.85986 0.75998 4.19384 -0.0087 -0.0433 0.0644 0.458
H -0.25856 0.19718 1.86954 -0.0629 -0.0378 0.1039 -0.016
H 0.53974 3.49938 0.63154 0.0268 0.0011 0.0381 0.345
H 2.43084 4.84838 -0.20326 0.0476 0.0352 0.0499 0.399
H 3.34544 4.44498 -2.45286 0.0732 0.0511 -0.0275 0.390
H 2.37124 2.68618 -3.88696 0.0392 -0.0325 -0.0900 0.390
H 0.46974 1.32738 -3.04016 0.0591 0.0090 -0.0957 0.296
H -1.30066 -2.44742 0.71604 0.5759 -0.0676 0.6245 0.003
H -1.58776 -3.80972 2.76144 -0.0477 -0.0227 -0.0036 0.427
H 0.30834 -4.17912 4.30014 0.0224 -0.0697 0.0547 0.392
H 2.53774 -3.27312 3.74464 0.0378 0.0001 0.0413 0.395
H 2.84824 -1.91222 1.70724 0.0404 -0.0015 0.0533 0.466
H 1.90464 0.54478 2.05534 -0.0333 -0.0076 0.0140 0.478
H 3.74714 2.13108 2.34084 -0.0072 0.0225 0.0359 0.388
H 5.26134 2.64008 0.46524 0.0657 0.0628 0.0132 0.387
H 4.91294 1.55618 -1.72786 0.0103 0.0302 -0.0740 0.449
H 3.05054 -0.05632 -2.01426 0.0431 0.0137 -0.0286 0.308
N -3.09986 -1.47792 -2.67846 0.1627 0.2068 0.1312 -0.277
C -4.10266 -2.53522 -2.80366 -0.2293 -0.2794 0.2577 -0.703
C -3.69266 -3.75622 -1.97506 0.4694 -0.0449 -0.2932 -0.398
C -2.46996 -4.45102 -2.67916 -1.3541 -0.0907 0.5444 0.600
O -2.70216 -5.18752 -3.62936 -0.1116 -0.1388 -0.3453 -0.703
O -1.34006 -4.19962 -2.17186 0.8314 0.2460 0.1960 -0.706
H -3.41006 -0.69992 -2.09096 0.2352 -0.2274 -0.3982 0.065
H -2.80776 -1.10022 -3.57666 -0.0912 0.0017 0.3591 0.169
H -4.18706 -2.85442 -3.84756 -0.0692 0.0835 0.1115 0.383
H -5.08236 -2.16932 -2.46796 0.0596 -0.0459 -0.1511 0.300
H -4.52066 -4.46522 -1.91106 0.0522 -0.0303 -0.0426 0.420
H -3.39616 -3.43352 -0.96066 -0.2311 -0.0965 -0.2981 0.100
```
Positions in Å, forces in eV/Å.

The expectation value of S² is 2.01. The calculation puts the energy at -78773.671 eV. The largest force on an atom is 0.028 Eh/bohr. As for the LUMO energy (alpha / beta): 2.4927 / 1.6845 eV. The calculation puts the gap between HOMO and LUMO (alpha / beta) at 6.30 / 6.74 eV. Its net charge is -1. As for the spin multiplicity: 3.